[1]
{"formula": "C5H9BO", "method": "wB97M-V/def2-TZVPD", "de_lowest_ev": 5.407, "homo_lumo_gap_ev": [7.19, 7.19], "species": ["B", "C", "C", "C", "C", "C", "O", "H", "H", "H", "H", "H", "H", "H", "H", "H"], "coordinates": [[-0.15795, -0.46001, 0.02476], [-1.00584, 0.39683, -0.80129], [-0.32546, 0.64381, -1.96348], [1.00412, -1.17893, -0.82549], [0.88268, -0.22769, -2.05641], [-0.75148, 0.50231, 3.11987], [0.44503, 0.37223, 2.37263], [-1.79612, 1.08399, -0.45710], [-0.62325, 1.20708, -2.83304], [1.94089, -1.22795, -0.43464], [0.71547, -2.17766, -1.11529], [1.09491, -0.83067, -3.04661], [1.75733, 0.39414, -1.88126], [-1.68570, 0.20751, 2.47018], [-0.85916, 1.54793, 3.46152], [-0.63547, -0.25291, 3.96567]], "atomic_forces_ev_per_a": [[3.44, -0.13, 1.55], [-1.49, 2.98, -0.42], [-0.41, -2.61, 0.92], [-4.21, 0.80, -0.20], [1.88, -1.48, -1.41], [-0.09, -1.55, -0.98], [-1.24, -0.85, -2.77], [0.11, -0.70, -0.36], [-0.11, 0.65, 0.27], [2.59, 0.05, 1.30], [-0.25, -0.45, -0.06], [-0.76, 1.50, 1.64], [0.19, 0.47, -0.59], [1.32, 0.65, 1.50], [-0.19, -0.43, 0.16], [-0.78, 1.10, -0.54]], "mulliken_charge": [0.215, -0.246, -0.325, -0.810, -0.294, -0.464, -0.597, 0.330, 0.395, 0.403, 0.251, 0.313, 0.271, 0.138, 0.222, 0.199]}

[2]
{"formula": "CH6N2P", "method": "wB97M-V/def2-TZVPD", "smiles": "N[PH2]=C=[NH2+]", "total_charge": 1, "de_lowest_ev": 2.660, "homo_lumo_gap_ev": 9.03, "species": ["C", "N", "N", "P", "H", "H", "H", "H", "H", "H"], "coordinates": [[0.89805, -0.38943, -0.65823], [1.94410, -0.06058, 0.04001], [-1.56784, -0.72953, 0.24873], [-0.71042, 0.49551, -0.46003], [2.63062, -0.74517, 0.13409], [2.20230, 0.84213, 0.59300], [-2.37769, -0.51877, 0.95564], [-0.81968, -1.25962, 0.82663], [-1.42231, 0.51915, -1.70132], [-0.77712, 1.84631, 0.02147]], "atomic_forces_ev_per_a": [[-0.01, 0.04, 0.78], [-1.52, 3.09, 0.71], [0.36, -0.58, 4.13], [-0.41, 0.29, -1.81], [1.67, -1.34, -0.23], [-0.96, -1.76, -1.15], [1.86, -0.22, -1.95], [-1.81, 0.53, -1.07], [0.95, 0.53, 0.38], [-0.14, -0.60, 0.22]], "mulliken_charge": [-0.166, -0.208, -0.574, 0.367, 0.293, 0.282, 0.347, 0.331, 0.166, 0.163]}

[3]
{"formula": "CH2N2O3S", "method": "wB97M-V/def2-TZVPD", "total_charge": -2, "de_lowest_ev": 1.067, "homo_lumo_gap_ev": 5.89, "species": ["C", "N", "N", "O", "O", "O", "S", "H", "H"], "coordinates": [[2.30592, 1.61645, -1.92540], [1.58326, 1.18892, -0.82511], [-0.57717, -0.20469, -0.25202], [2.45361, 0.76963, -2.90837], [2.86843, 2.73325, -1.95219], [1.71562, -1.28943, -0.98053], [0.97853, -0.08463, -1.46483], [-0.18395, -0.11820, 0.74635], [-0.70882, -1.31321, -0.29901]], "atomic_forces_ev_per_a": [[2.07, 0.93, -1.03], [0.08, 1.47, 0.07], [0.66, -2.69, 1.05], [-0.44, 0.07, 0.45], [-0.05, 0.76, 0.35], [0.03, -0.60, -0.23], [-2.31, -2.78, 1.04], [-0.36, 0.03, -1.75], [0.32, 2.82, 0.06]], "mulliken_charge": [0.347, -0.378, -0.667, -0.630, -0.773, -0.667, 0.419, 0.192, 0.156]}

[4]
{"formula": "C43H62FN2OP2RbSSi", "method": "wB97M-V/def2-TZVPD", "total_charge": -2, "de_lowest_ev": 0.398, "homo_lumo_gap_ev": 5.00, "species": ["Rb", "C", "Si", "C", "C", "C", "C", "C", "C", "P", "C", "C", "C", "C", "C", "C", "C", "C", "C", "C", "C", "C", "C", "C", "C", "C", "C", "C", "P", "C", "C", "C", "C", "C", "C", "C", "C", "C", "C", "C", "C", "H", "H", "H", "H", "H", "H", "H", "H", "H", "H", "H", "H", "H", "H", "H", "H", "H", "H", "H", "H", "H", "H", "H", "H", "H", "H", "H", "H", "H", "H", "H", "H", "H", "H", "H", "H", "H", "H", "H", "H", "H", "H", "H", "H", "H", "H", "H", "H", "H", "H", "H", "H", "H", "H", "H", "N", "H", "H", "H", "F", "C", "C", "C", "C", "C", "C", "H", "H", "H", "H", "O", "S", "N"], "coordinates": [[2.50401, 2.43158, -1.88790], [0.19171, -1.26351, -2.84344], [-0.30969, -1.04625, -0.98340], [-2.23624, -0.65136, -0.92839], [-3.12199, -1.53030, -0.26554], [-4.40803, -1.16979, 0.11733], [-4.88848, 0.10114, -0.16666], [-4.06609, 0.97762, -0.85686], [-2.76936, 0.63330, -1.24204], [-1.67307, 1.76678, -2.19929], [-2.56902, 2.08933, -3.82336], [-1.96934, 1.20895, -4.93768], [-2.53053, -0.21281, -4.91574], [-4.03801, -0.17450, -5.15496], [-4.70872, 0.64616, -4.05426], [-4.10477, 2.05303, -3.93849], [-1.69494, 3.46650, -1.43014], [-2.90525, 4.42135, -1.42230], [-3.76576, 4.44009, -0.15242], [-2.90994, 4.48642, 1.11306], [-1.92282, 3.32088, 1.11704], [-0.96637, 3.44462, -0.06585], [-0.35527, -2.99117, -0.65947], [-1.15102, -3.83623, -1.44404], [-1.07847, -5.22125, -1.37960], [-0.14917, -5.81030, -0.53577], [0.66383, -5.01013, 0.25405], [0.55620, -3.61234, 0.24079], [1.71245, -2.50963, 1.16953], [2.81722, -3.66078, 2.18624], [2.17468, -4.68271, 3.16746], [2.94376, -6.00774, 3.20882], [4.43864, -5.71742, 3.35412], [4.98953, -5.00810, 2.09780], [3.88776, -4.30425, 1.29010], [0.72411, -1.86113, 2.63332], [1.35138, -0.53175, 3.07379], [0.72593, -0.04882, 4.38409], [-0.79347, 0.07839, 4.25597], [-1.42273, -1.22966, 3.77110], [-0.78471, -1.68603, 2.45593], [-0.43269, -1.99225, -3.37899], [1.22309, -1.63607, -2.87948], [0.16002, -0.31779, -3.38916], [-2.78153, -2.52895, -0.01736], [-5.03684, -1.88534, 0.63775], [-5.88690, 0.40057, 0.13240], [-4.45236, 1.95409, -1.11908], [-2.23805, 3.11455, -4.01533], [-0.88557, 1.19066, -4.85264], [-2.20697, 1.66070, -5.91137], [-2.33091, -0.66527, -3.93777], [-2.02808, -0.82867, -5.66552], [-4.45810, -1.18465, -5.17719], [-4.23420, 0.28296, -6.13382], [-4.58645, 0.11124, -3.11116], [-5.78411, 0.73299, -4.23724], [-4.57919, 2.58753, -3.11139], [-4.36745, 2.60417, -4.85295], [-0.98577, 3.90330, -2.13971], [-3.53490, 4.24418, -2.29806], [-2.50211, 5.43500, -1.54491], [-4.40638, 3.55926, -0.09827], [-4.42948, 5.30886, -0.19362], [-3.54711, 4.46392, 2.00216], [-2.34825, 5.42943, 1.13885], [-2.47638, 2.38005, 1.04369], [-1.35821, 3.29795, 2.05063], [-0.24264, 2.62423, -0.04563], [-0.40188, 4.37710, 0.05099], [-1.84620, -3.38266, -2.14740], [-1.72516, -5.83698, -1.99585], [-0.04355, -6.88905, -0.49909], [1.39869, -5.50129, 0.87308], [3.33881, -2.91561, 2.80041], [1.12313, -4.85556, 2.93857], [2.19838, -4.26722, 4.17918], [2.77330, -6.58416, 2.29185], [2.58364, -6.62216, 4.03785], [5.00156, -6.63264, 3.55421], [4.56875, -5.07220, 4.23017], [5.49566, -5.73407, 1.45404], [5.74832, -4.27758, 2.39398], [3.42020, -5.02079, 0.60807], [4.32946, -3.53622, 0.65270], [0.85949, -2.58665, 3.44167], [1.17962, 0.20484, 2.27950], [2.43628, -0.62718, 3.18937], [1.16663, 0.90556, 4.68565], [0.95589, -0.77498, 5.17565], [-1.02314, 0.86356, 3.52976], [-1.23113, 0.38308, 5.21225], [-2.50120, -1.10250, 3.63236], [-1.28119, -2.00404, 4.53787], [-0.97242, -0.93174, 1.68490], [-1.24328, -2.61877, 2.11431], [4.84860, 0.50920, 0.36603], [4.84527, 1.52935, 0.29874], [5.19740, 0.27759, 1.29106], [3.87598, 0.21249, 0.35130], [5.85816, 7.41529, 2.28490], [5.33990, 6.31763, 1.64831], [4.53220, 6.49719, 0.54879], [4.01893, 5.35704, -0.08220], [4.25634, 4.02764, 0.32412], [5.08959, 3.95644, 1.45788], [5.63762, 5.05953, 2.12440], [4.30927, 7.49997, 0.19990], [3.38979, 5.54584, -0.95546], [5.33879, 2.98002, 1.88042], [6.28177, 4.95090, 2.99133], [0.78829, 3.44155, -3.61782], [1.51454, 2.91261, -4.82107], [2.91848, 2.51472, -4.69445]], "atomic_forces_ev_per_a": [[0.42, -0.34, 1.08], [-0.14, -0.05, -0.08], [0.00, 0.14, -0.05], [-0.17, 0.10, 0.06], [0.04, 0.12, 0.01], [0.10, -0.01, -0.06], [0.02, -0.03, 0.01], [0.11, 0.04, 0.00], [-0.01, -0.19, 0.06], [-0.17, -0.33, 0.10], [0.04, -0.15, -0.07], [-0.07, -0.03, 0.08], [-0.09, 0.16, 0.04], [0.04, 0.05, 0.08], [0.14, 0.02, -0.03], [-0.01, -0.03, 0.04], [0.16, 0.01, 0.11], [-0.03, -0.01, 0.06], [0.11, -0.01, 0.03], [0.01, -0.05, -0.09], [-0.06, 0.06, -0.10], [-0.15, -0.04, -0.12], [0.31, -0.20, 0.30], [0.03, 0.04, 0.03], [0.01, 0.07, 0.04], [0.01, 0.02, -0.01], [-0.08, 0.12, 0.04], [-0.18, -0.03, -0.34], [0.04, 0.00, 0.12], [-0.11, -0.04, -0.18], [0.11, -0.03, -0.07], [0.10, 0.08, -0.07], [-0.09, 0.04, -0.06], [-0.03, 0.01, 0.06], [-0.06, -0.06, 0.06], [0.00, 0.05, -0.13], [-0.14, -0.02, 0.07], [-0.05, -0.03, -0.07], [0.03, -0.08, 0.00], [0.07, 0.06, -0.06], [0.01, -0.03, 0.05], [0.08, 0.09, 0.01], [-0.07, 0.03, 0.06], [0.04, 0.00, 0.02], [-0.01, 0.04, 0.02], [0.02, -0.01, 0.01], [-0.01, 0.00, -0.02], [0.04, -0.07, 0.00], [0.00, 0.06, -0.07], [0.10, 0.04, 0.02], [0.01, 0.01, 0.01], [0.02, -0.02, -0.05], [0.01, -0.01, 0.00], [0.00, 0.01, 0.00], [-0.01, -0.02, -0.01], [-0.02, 0.02, -0.01], [-0.03, 0.00, 0.00], [0.01, -0.03, -0.07], [-0.02, 0.02, 0.01], [0.04, 0.05, -0.03], [0.02, 0.03, 0.01], [0.00, 0.00, 0.00], [0.00, 0.01, 0.02], [-0.04, 0.01, 0.00], [-0.01, 0.00, -0.01], [-0.02, -0.02, 0.03], [0.01, -0.05, 0.05], [0.04, -0.01, 0.04], [-0.01, 0.01, -0.01], [0.04, 0.00, -0.01], [0.01, -0.02, 0.05], [0.01, 0.02, -0.03], [-0.01, -0.01, 0.01], [0.01, 0.01, 0.12], [0.06, 0.03, -0.03], [-0.05, -0.02, -0.06], [-0.02, 0.03, 0.00], [-0.01, 0.01, 0.04], [0.00, -0.01, 0.01], [0.00, 0.00, 0.00], [0.01, -0.03, -0.01], [-0.01, 0.02, 0.01], [-0.02, -0.02, 0.00], [0.02, 0.05, 0.05], [-0.02, 0.02, -0.01], [0.02, -0.02, 0.07], [0.04, -0.03, 0.02], [-0.02, -0.02, -0.02], [-0.02, 0.00, 0.00], [0.01, 0.03, 0.00], [-0.01, 0.05, -0.02], [0.00, 0.02, -0.02], [0.03, 0.00, 0.02], [-0.02, 0.00, -0.02], [0.00, -0.06, -0.02], [0.03, 0.05, 0.00], [0.01, 0.03, 0.02], [-0.12, -0.02, -0.02], [-0.05, 0.03, -0.07], [0.04, -0.05, 0.03], [0.10, 0.19, 0.12], [-0.06, -0.18, -0.07], [-0.07, -0.11, -0.06], [0.01, -0.01, 0.00], [0.01, -0.06, -0.05], [0.01, 0.07, 0.08], [-0.04, -0.07, -0.07], [0.01, 0.01, -0.01], [0.01, 0.03, 0.02], [0.01, 0.05, 0.00], [-0.01, 0.00, 0.01], [-0.47, 0.31, -0.43], [0.09, 0.14, -0.26], [-0.05, -0.05, -0.37]], "mulliken_charge": [0.856, -1.240, 0.613, 0.264, -0.047, -1.200, -1.104, -0.681, 0.671, 0.283, 0.248, -1.184, 0.371, -1.365, -0.187, -1.281, 0.232, -1.149, -0.320, -1.203, 0.263, -1.289, -0.042, 0.471, -1.059, -0.911, -0.420, -0.063, -0.122, 0.635, -1.151, -0.884, -0.673, -0.845, -0.975, 0.451, -0.676, -0.967, -0.162, -1.286, 0.234, 0.273, 0.431, 0.180, 0.199, 0.331, 0.372, 0.410, 0.704, -0.028, 0.530, -0.412, 0.470, 0.478, 0.405, -0.036, 0.441, 0.276, 0.569, 0.401, 0.188, 0.538, 0.134, 0.453, 0.413, 0.396, -0.081, 0.341, 0.163, 0.473, 0.429, 0.373, 0.409, -0.034, 0.482, 0.366, 0.465, 0.270, 0.476, 0.415, 0.309, 0.413, 0.297, 0.196, 0.568, 0.193, 0.208, 0.314, 0.431, 0.293, -0.146, 0.433, 0.428, 0.356, -0.594, 0.452, -0.809, 0.272, 0.255, 0.288, -0.345, 0.600, -0.698, -0.083, -0.560, -0.203, -0.766, 0.366, 0.178, 0.134, 0.355, -0.508, 0.205, -0.602]}

| no. | energy (hartree) |
| --- | --- |
| 1 | -295.80581 |
| 2 | -492.20114 |
| 3 | -772.64755 |
| 4 | -3354.79210 |